a:
Below is a cluster of 2 separate species, C3H3BrCl2 in total, with properties calculated with ωB97M-V/def2-TZVPD.

* gap between HOMO and LUMO: 9.6 eV
* highest occupied orbital energy: -10.1190 eV
* net charge: 0

Element x y z (Å)
Br (1.88298, -1.47764, 0.31409)
Cl (1.70077, 1.29986, -1.03744)
Cl (-1.08995, 1.85381, 0.84189)
C (-0.40132, 0.33311, 0.64521)
C (0.73538, 0.07822, -0.33699)
C (-0.61183, -0.39755, -0.68243)
H (-0.15930, -0.49712, 2.18757)
H (-0.83667, -1.53606, -0.64528)
H (-1.22006, 0.34337, -1.28663)

Results of the natural (NBO) charge analysis, in e, for atoms 1 through 4: 0.007 0.078 0.053 -0.205

b:
Below is the molecule C3H3BrCl2, with properties calculated with ωB97M-V/def2-TZVPD.

* gap between HOMO and LUMO: 10.0 eV
* highest occupied orbital energy: -10.5458 eV
* SMILES: Cl[C@H]1C[C@]1(Cl)Br
* net charge: 0

Element x y z (Å)
Br (-2.44027, -0.35918, 0.18122)
Cl (1.99080, -1.36297, -1.10460)
Cl (-0.73816, 0.40962, -2.19333)
C (0.27753, 0.76786, 0.55566)
C (0.43725, -0.65664, 0.13486)
C (-0.69198, 0.10133, -0.42668)
H (1.00231, 1.52303, 0.29278)
H (-0.10463, 0.83766, 1.59127)
H (0.26716, -1.26071, 0.96882)

Results of the natural (NBO) charge analysis, in e, for atoms 1 through 4: 0.092 -0.155 0.038 -0.457

Winner for stability: b

a:
Below is the ion C2H7N4O with charge +1, with properties calculated with ωB97M-V/def2-TZVPD.

* gap between HOMO and LUMO: 9.1 eV
* highest occupied orbital energy: -13.2875 eV
* SMILES: [H]/N=C1/CNON1[NH3+]
* net charge: +1

Element x y z (Å)
O (-0.85710, -1.16345, -0.60944)
N (1.06406, -1.26277, 0.59516)
N (0.98275, 1.78767, 0.13062)
N (0.44455, -0.59507, -0.46984)
N (-1.56427, -0.10319, -1.34226)
C (-1.24640, 1.14470, -0.69261)
C (0.19331, 0.90574, -0.20940)
H (1.26380, -2.28174, 0.23070)
H (1.96514, 1.89846, 0.43830)
H (2.03145, -0.97785, 0.84934)
H (-2.50541, -0.43149, -1.54571)
H (-1.81979, 1.16117, 0.29577)
H (-1.42638, 1.95553, -1.21926)
H (0.52657, -1.20705, 1.54621)

Results of the natural (NBO) charge analysis, in e, for atoms 1 through 4: -0.258 -0.558 -0.616 -0.034

b:
Below is the ion C2H7N4O with charge +1, with properties calculated with ωB97M-V/def2-TZVPD.

* gap between HOMO and LUMO: 11.0 eV
* highest occupied orbital energy: -14.7183 eV
* SMILES: NN1C[NH2+]NC1=O
* net charge: +1

Element x y z (Å)
O (-1.71796, -1.71307, 0.16684)
N (-0.08955, -0.22507, 2.11232)
N (0.68997, 0.24793, -1.37532)
N (0.06566, -0.32089, 0.69627)
N (-0.54799, -0.36643, -1.64073)
C (-0.79593, -1.05410, -0.04307)
C (0.58411, 0.87849, -0.03744)
H (1.51963, 1.15710, 0.23760)
H (0.57826, -0.75546, 2.65455)
H (-1.00632, -0.51032, 2.38095)
H (-0.17626, 1.74337, -0.05722)
H (1.36954, -0.45305, -1.28293)
H (-1.25096, 0.36257, -1.80489)
H (0.77779, 1.00894, -2.00692)

Results of the natural (NBO) charge analysis, in e, for atoms 1 through 4: -0.448 -0.623 -0.348 -0.331

c:
Below is the ion C2H7N4O with charge +1, with properties calculated with ωB97M-V/def2-TZVPD.

* gap between HOMO and LUMO: 9.7 eV
* highest occupied orbital energy: -14.4552 eV
* SMILES: [H]/N=C1/CO[N@@H+](N)N1
* net charge: +1

Element x y z (Å)
O (-0.63971, 1.21366, -0.16256)
N (-1.14063, 0.03945, 0.35544)
N (2.52886, -0.29965, -0.30046)
N (-2.13569, -0.38236, -0.37575)
N (0.25334, -0.93660, 0.29244)
C (1.31753, -0.11359, -0.05725)
C (0.73145, 1.28442, 0.12496)
H (0.23718, -1.82487, -0.16732)
H (1.07347, 1.99469, -0.46966)
H (-2.81261, -1.04579, 0.01970)
H (-1.84899, -0.69301, -1.29791)
H (2.93770, -1.22930, -0.34305)
H (0.72039, 1.73137, 1.08779)
H (-1.22228, 0.26158, 1.29364)

Results of the natural (NBO) charge analysis, in e, for atoms 1 through 4: -0.294 0.206 -0.587 -0.572

d:
Below is a cluster of 2 separate species, C2H7N4O in total, with properties calculated with ωB97M-V/def2-TZVPD.

* gap between HOMO and LUMO: 11.5 eV
* highest occupied orbital energy: -14.7096 eV
* net charge: +1

Element x y z (Å)
O (3.35669, -0.73505, 0.05884)
N (-0.77120, 1.05997, -0.12320)
N (0.55847, -1.17204, -0.04000)
N (-0.82722, -1.14067, 0.19930)
N (2.32451, 1.31304, 0.03107)
C (-1.42847, -0.01460, 0.12348)
C (2.97930, 0.31990, -0.02373)
H (0.90328, -2.06356, 0.18263)
H (0.18367, 1.02920, 0.11799)
H (-1.40901, -2.00475, 0.21751)
H (0.68393, -0.82417, -0.97736)
H (-2.47280, 0.02010, 0.16036)
H (-1.22504, 1.98600, -0.11851)
H (2.33417, 2.15318, -0.47772)

Results of the natural (NBO) charge analysis, in e, for atoms 1 through 4: -0.464 -0.730 -0.642 -0.342

Winner for stability: d

a:
Below is a structure of composition C4H7NO2, with properties calculated with ωB97M-V/def2-TZVPD.

* gap between HOMO and LUMO (spin up / spin down): 6.5 / 8.2 eV
* expectation value of S²: 2.008
* highest occupied orbital energy (spin up / spin down): -5.5678 / -10.2386 eV
* 2S+1: 3
* net charge: 0

Element x y z (Å)
O (-2.30749, -0.72804, -0.49940)
O (-1.43573, 1.08810, 0.74139)
N (1.93936, 0.92498, 0.12312)
C (-1.47917, -0.10723, 0.45386)
C (1.00375, 0.78021, -0.93616)
C (0.56250, -0.45726, -0.55669)
C (1.50770, -0.35074, 0.61956)
H (0.87756, 1.47690, -1.73090)
H (1.49376, 1.85461, 0.59187)
H (-2.65168, -0.13602, -1.14503)
H (-1.20990, -0.91183, 1.29384)
H (1.05937, -0.25108, 1.61074)
H (0.15857, -1.33933, -0.95809)
H (2.45907, -0.87216, 0.74044)

Results of the natural (NBO) charge analysis, in e, for atoms 1 through 4: -0.731 -0.616 -0.529 0.521

b:
Below is a cluster of 2 separate species, C4H7NO2 in total, with properties calculated with ωB97M-V/def2-TZVPD.

* gap between HOMO and LUMO (spin up / spin down): 3.8 / 3.7 eV
* expectation value of S²: 2.015
* highest occupied orbital energy (spin up / spin down): -4.0311 / -8.2342 eV
* 2S+1: 3
* net charge: 0

Element x y z (Å)
O (1.67491, 1.66515, -0.10629)
O (-0.90847, 0.97691, 0.69816)
N (1.74736, -0.57349, -0.10969)
C (-1.64194, 0.65367, -0.40366)
C (-2.71535, -0.15786, -0.52543)
C (2.29905, 0.62051, -0.04406)
C (1.40371, -1.50748, 0.66685)
H (1.00720, -2.21777, 0.09774)
H (-3.19057, -0.38659, -1.49253)
H (-3.22132, -0.43727, 0.43302)
H (-0.01888, 1.37128, 0.56766)
H (3.44765, 0.65867, -0.19915)
H (1.22622, -1.45265, 1.78037)
H (-1.10955, 0.78690, -1.36298)

Results of the natural (NBO) charge analysis, in e, for atoms 1 through 4: -0.671 -0.526 -0.538 0.198

Winner for stability: a

a:
Below is the molecule C2H4N4S, with properties calculated with ωB97M-V/def2-TZVPD.

* gap between HOMO and LUMO: 9.4 eV
* highest occupied orbital energy: -9.1476 eV
* SMILES: [H]/N=c1/cn[nH]n1S
* net charge: 0

Element x y z (Å)
S (-0.09395, 2.02517, 1.06149)
N (-0.51618, 0.67152, 0.06607)
N (-0.18237, -0.96175, 1.79433)
N (0.21927, 0.58450, -1.25860)
N (0.17709, -0.67346, -1.73235)
C (-0.15767, -1.43793, -0.79136)
C (-0.25460, -0.63597, 0.54908)
H (0.03616, -2.47972, -0.91439)
H (-0.26436, 1.26270, -1.80758)
H (1.20103, 1.55784, 0.77892)
H (-0.16443, 0.08711, 2.25438)

Results of the natural (NBO) charge analysis, in e, for atoms 1 through 4: 0.204 -0.461 -0.638 -0.292

b:
Below is a cluster of 2 separate species, C2H4N4S in total, with properties calculated with ωB97M-V/def2-TZVPD.

* gap between HOMO and LUMO: 9.2 eV
* highest occupied orbital energy: -9.0142 eV
* net charge: 0

Element x y z (Å)
S (1.55140, 0.70919, -1.41880)
N (-0.23027, 0.58020, -1.58548)
N (1.29539, 2.26693, 0.94184)
N (-1.31456, -1.89158, 0.44216)
N (-0.62040, -1.08500, 1.03595)
C (1.45392, 1.65369, -0.01178)
C (-0.07561, -0.15371, 1.50251)
H (-2.04626, -2.45030, 0.91811)
H (-0.44607, 0.72318, -2.51152)
H (-0.51614, -0.41358, -1.24954)
H (0.94860, 0.06100, 1.93656)

Results of the natural (NBO) charge analysis, in e, for atoms 1 through 4: 0.434 -0.913 -0.317 -0.578

Winner for stability: a

a:
Below is the molecule C2H4N4S, with properties calculated with ωB97M-V/def2-TZVPD.

* gap between HOMO and LUMO (spin up / spin down): 8.2 / 8.2 eV
* highest occupied orbital energy (spin up / spin down): -9.2042 / -9.2047 eV
* SMILES: N#CC(=S)NNN
* net charge: 0

Element x y z (Å)
S (1.82413, 1.78041, 1.79870)
N (-1.34163, -1.51495, -0.45517)
N (1.68026, 1.41005, -1.84424)
N (0.01661, 0.09781, 0.79733)
N (-1.07911, -0.15501, -0.05117)
C (1.03459, 0.97205, 0.56491)
C (1.38188, 1.17934, -0.75918)
H (-0.61774, -2.10972, -1.05696)
H (-0.85021, 0.38510, -0.96462)
H (-0.15125, -0.01043, 1.79156)
H (-1.89752, -2.03464, 0.17882)

Results of the natural (NBO) charge analysis, in e, for atoms 1 through 4: -0.054 -0.700 -0.226 -0.393

b:
Below is the molecule C2H4N4S, with properties calculated with ωB97M-V/def2-TZVPD.

* gap between HOMO and LUMO: 9.1 eV
* highest occupied orbital energy: -8.5126 eV
* SMILES: Nc1n[nH]c(S)n1
* net charge: 0

Element x y z (Å)
S (1.84005, -0.04632, 2.21906)
N (-1.86746, 1.01739, -1.03579)
N (0.96255, -0.75868, -0.30883)
N (-0.29398, 0.70279, 0.73210)
N (-0.03911, -0.48722, -1.18404)
C (-0.75640, 0.38747, -0.51273)
C (0.78365, -0.05400, 0.82752)
H (2.49126, -1.15361, 1.94379)
H (-2.52090, 1.32334, -0.32953)
H (-2.29847, 0.45487, -1.79815)
H (1.69881, -1.38604, -0.55341)

Results of the natural (NBO) charge analysis, in e, for atoms 1 through 4: 0.083 -0.807 -0.375 -0.526

Winner for stability: b

a:
Below is the molecule C2H5N3OS, with properties calculated with ωB97M-V/def2-TZVPD.

* gap between HOMO and LUMO: 9.0 eV
* highest occupied orbital energy: -8.6592 eV
* SMILES: N/N=C(\N)C(=O)S
* net charge: 0

Element x y z (Å)
S (2.66764, -0.97753, -0.06974)
O (2.05535, 1.53233, 0.03274)
N (-0.33346, -1.04071, -0.02927)
N (-0.53886, 1.38759, -0.00525)
N (-1.69360, -0.99255, -0.08056)
C (1.62939, 0.42096, 0.07755)
C (0.13886, 0.17433, 0.00350)
H (1.74237, -1.85872, 0.29547)
H (-2.10842, -1.89761, 0.04873)
H (0.12842, 2.10614, -0.38183)
H (-1.48156, 1.47479, -0.46910)
H (-2.20614, -0.32903, 0.57777)

Results of the natural (NBO) charge analysis, in e, for atoms 1 through 4: 0.022 -0.550 -0.274 -0.840

b:
Below is the molecule C2H5N3OS, with properties calculated with ωB97M-V/def2-TZVPD.

* gap between HOMO and LUMO (spin up / spin down): 9.1 / 5.7 eV
* highest occupied orbital energy (spin up / spin down): -8.6597 / -7.1186 eV
* net charge: 0

Element x y z (Å)
S (1.91442, 0.64168, 0.21955)
O (-0.95988, -2.10710, 0.06924)
N (-1.62464, -0.00487, 0.34321)
N (3.25051, -0.14051, 0.08868)
N (0.62320, -0.58117, -0.17169)
C (-1.65500, 1.30144, 0.01850)
C (-0.62786, -0.89502, 0.06579)
H (1.01184, -1.49662, -0.43192)
H (-2.61772, 1.85061, 0.15414)
H (3.98963, 0.31209, -0.48580)
H (-0.89556, 1.54714, -0.64994)
H (-2.40893, -0.42765, 0.78024)

Results of the natural (NBO) charge analysis, in e, for atoms 1 through 4: 0.909 -0.665 -0.572 -0.954

Winner for stability: a

a:
Below is the molecule C2H5N3OS, with properties calculated with ωB97M-V/def2-TZVPD.

* gap between HOMO and LUMO: 9.1 eV
* highest occupied orbital energy: -8.6931 eV
* SMILES: [H]/N=C/NC(=S)NO
* net charge: 0

Element x y z (Å)
S (1.15422, 0.08101, 1.53677)
O (0.85911, 0.42038, -2.32950)
N (1.34308, 0.49951, -1.07842)
N (-2.84798, -0.69722, 0.23053)
N (-0.71720, -0.17304, -0.29113)
C (-1.69365, -0.55179, 0.65462)
C (0.53788, 0.19404, 0.01370)
H (-0.91850, -0.03809, -1.26887)
H (2.33654, 0.21658, -0.96961)
H (0.39269, 1.32074, -2.45255)
H (-1.25031, -0.46937, 1.63597)
H (-3.41148, -0.94725, 1.06597)

Results of the natural (NBO) charge analysis, in e, for atoms 1 through 4: -0.238 -0.535 -0.330 -0.628

b:
Below is the molecule C2H5N3OS, with properties calculated with ωB97M-V/def2-TZVPD.

* gap between HOMO and LUMO: 9.8 eV
* highest occupied orbital energy: -9.7023 eV
* SMILES: [H]/N=C(/NN)SC=O
* net charge: 0

Element x y z (Å)
S (1.34140, -0.26413, 1.30178)
O (-0.48186, -2.31214, 1.49500)
N (0.12978, 1.95218, -0.32981)
N (0.03360, -0.19560, -1.06184)
N (-1.04721, 0.31003, -1.88562)
C (0.53404, -1.64203, 1.83711)
C (0.50367, 0.64760, -0.13842)
H (-1.88244, 0.83604, -1.42859)
H (1.15845, -1.71807, 2.87485)
H (-0.18273, -1.10283, -0.59542)
H (0.43881, 2.61116, 0.52027)
H (-0.54550, 0.87780, -2.58931)

Results of the natural (NBO) charge analysis, in e, for atoms 1 through 4: 0.264 -0.543 -0.723 -0.460

Winner for stability: a